Entry 1:
{"formula": "C26H36HgO7", "method": "the ωB97M-V functional and the def2-TZVPD basis", "symbols": ["C", "C", "O", "C", "C", "C", "C", "C", "C", "C", "C", "O", "C", "C", "C", "O", "C", "C", "O", "C", "C", "C", "C", "C", "C", "C", "O", "C", "C", "O", "C", "C", "O", "H", "H", "H", "H", "H", "H", "H", "H", "H", "H", "H", "H", "H", "H", "H", "H", "H", "H", "H", "H", "H", "H", "H", "H", "H", "H", "H", "H", "H", "H", "H", "H", "H", "H", "H", "H", "Hg"], "coordinates": [[9.67, -1.14, 0.57], [8.39, -0.74, 1.41], [7.39, -0.07, 0.59], [6.12, -0.59, 1.00], [5.00, 0.25, 0.28], [4.54, 1.55, 1.08], [3.87, 2.65, 0.14], [2.72, 2.07, -0.79], [1.28, 2.58, -0.46], [0.89, 3.27, 0.68], [-0.60, 3.71, 0.93], [-0.91, 4.67, 1.58], [-1.69, 2.78, 0.29], [-3.03, 2.61, 0.79], [-4.01, 1.68, 0.09], [-5.28, 1.48, 0.45], [-5.44, 1.16, 1.86], [-5.05, -0.37, 2.07], [-5.65, -1.10, 0.97], [-6.99, -1.49, 1.39], [-6.86, -2.99, 1.92], [-3.54, 0.88, -1.14], [-2.18, 1.01, -1.70], [-1.70, 0.18, -2.96], [-0.51, -0.77, -2.47], [-0.45, -2.15, -3.24], [-1.59, -2.99, -2.94], [-1.51, -3.54, -1.65], [-2.59, -3.03, -0.59], [-0.71, -4.37, -1.32], [-1.28, 1.98, -0.98], [0.17, 2.23, -1.52], [0.50, 2.21, -2.69], [9.55, -2.20, 0.23], [10.57, -1.05, 1.24], [9.79, -0.48, -0.34], [7.92, -1.68, 1.81], [8.65, -0.06, 2.29], [6.01, -1.67, 0.66], [5.94, -0.51, 2.11], [5.28, 0.48, -0.79], [4.08, -0.41, 0.21], [5.47, 1.99, 1.55], [3.78, 1.23, 1.85], [3.59, 3.57, 0.71], [4.70, 2.97, -0.56], [2.94, 2.42, -1.85], [2.67, 0.95, -0.84], [1.64, 3.52, 1.47], [-3.37, 3.17, 1.71], [-6.56, 1.24, 2.07], [-4.94, 1.87, 2.57], [-5.39, -0.77, 3.06], [-3.93, -0.50, 1.92], [-7.39, -0.85, 2.23], [-7.74, -1.40, 0.55], [-6.16, -3.50, 1.19], [-7.86, -3.50, 1.98], [-6.31, -2.97, 2.90], [-4.24, 0.14, -1.68], [-2.53, -0.44, -3.39], [-1.38, 0.93, -3.73], [0.51, -0.28, -2.60], [-0.66, -0.99, -1.37], [-0.28, -2.03, -4.34], [0.46, -2.71, -2.83], [-2.24, -2.04, -0.19], [-3.55, -2.88, -1.17], [-2.69, -3.81, 0.21], [-5.32, -1.36, -2.49]], "total_charge": 2, "homo_ha": -0.4899, "total_energy_ev": -46026.4922}



Entry 2:
{"formula": "C26H36N3O4ReSi", "method": "the ωB97M-V functional and the def2-TZVPD basis", "symbols": ["Re", "O", "N", "N", "O", "C", "C", "C", "C", "C", "C", "H", "H", "H", "H", "H", "O", "C", "N", "C", "O", "C", "C", "C", "C", "C", "C", "H", "H", "H", "H", "C", "C", "C", "C", "Si", "C", "C", "C", "C", "C", "C", "C", "C", "H", "H", "H", "H", "H", "H", "H", "H", "H", "H", "H", "H", "H", "H", "H", "H", "H", "H", "H", "H", "H", "H", "H", "H", "H", "H", "H"], "coordinates": [[-0.22, 1.17, 0.08], [1.69, 0.38, -0.45], [2.31, -0.27, 0.48], [1.64, -0.41, 1.53], [0.38, 0.03, 1.61], [2.19, -1.07, 2.69], [1.47, -1.03, 3.87], [2.00, -1.66, 4.99], [3.22, -2.31, 4.91], [3.93, -2.33, 3.71], [3.42, -1.71, 2.59], [0.53, -0.51, 3.93], [1.45, -1.63, 5.92], [3.63, -2.80, 5.78], [4.88, -2.83, 3.65], [3.95, -1.72, 1.65], [0.17, 3.75, 3.05], [0.09, 3.97, 1.88], [-0.08, 2.99, 0.86], [-0.15, 3.59, -0.34], [-0.33, 2.77, -1.29], [-0.01, 5.04, -0.23], [-0.02, 6.06, -1.16], [0.13, 7.36, -0.67], [0.28, 7.60, 0.69], [0.28, 6.56, 1.62], [0.13, 5.28, 1.14], [-0.13, 5.86, -2.22], [0.14, 8.19, -1.36], [0.39, 8.62, 1.03], [0.39, 6.74, 2.68], [-2.14, -1.36, 2.70], [-3.17, -0.44, 2.02], [-4.44, -1.29, 1.82], [-3.48, 0.69, 3.02], [-2.65, 0.39, 0.35], [-2.41, -0.90, -1.08], [-1.79, -2.20, -0.54], [-1.41, -0.35, -2.11], [-3.71, -1.28, -1.81], [-3.81, 1.87, -0.15], [-3.55, 3.13, 0.69], [-5.30, 1.51, 0.00], [-3.58, 2.26, -1.62], [-2.52, -1.60, 3.70], [-1.16, -0.91, 2.81], [-2.02, -2.31, 2.17], [-4.75, -1.67, 2.80], [-4.24, -2.16, 1.19], [-5.27, -0.74, 1.40], [-3.71, 0.25, 4.00], [-4.34, 1.28, 2.73], [-2.63, 1.37, 3.16], [-0.92, -2.02, 0.10], [-1.46, -2.83, -1.37], [-2.51, -2.78, 0.04], [-0.37, -0.33, -1.71], [-1.65, 0.63, -2.50], [-1.32, -1.04, -2.96], [-4.46, -1.68, -1.12], [-3.50, -2.06, -2.54], [-4.16, -0.45, -2.34], [-3.73, 2.99, 1.76], [-4.23, 3.92, 0.35], [-2.54, 3.50, 0.57], [-5.60, 1.40, 1.04], [-5.57, 0.60, -0.54], [-5.90, 2.32, -0.42], [-2.55, 2.56, -1.82], [-4.22, 3.12, -1.85], [-3.85, 1.47, -2.31]], "s2": 3.774, "total_charge": 1, "homo_ha": [-0.4159, -0.4341], "total_energy_ev": -50205.2613, "multiplicity": 4}



Entry 3:
{"formula": "C26H37AgBFN6", "method": "the ωB97M-V functional and the def2-TZVPD basis", "symbols": ["Ag", "C", "C", "C", "C", "C", "C", "C", "C", "C", "C", "C", "C", "N", "C", "C", "C", "C", "C", "N", "C", "C", "C", "C", "H", "H", "H", "H", "H", "H", "H", "H", "H", "H", "H", "H", "H", "H", "H", "H", "H", "H", "H", "H", "H", "H", "H", "H", "H", "H", "H", "H", "H", "B", "C", "N", "H", "H", "H", "N", "C", "C", "N", "C", "C", "N", "H", "H", "H", "H", "H", "F"], "coordinates": [[-0.16, -0.93, 0.88], [1.05, -3.07, -4.77], [0.13, -3.00, -3.55], [-0.40, -4.39, -3.19], [-1.02, -2.03, -3.75], [-1.95, -2.30, -4.74], [-3.07, -1.50, -4.92], [-3.26, -0.42, -4.07], [-2.36, -0.11, -3.07], [-2.66, 1.09, -2.18], [-2.86, 0.69, -0.71], [-1.61, 2.21, -2.29], [-1.20, -0.90, -2.92], [-0.28, -0.57, -1.92], [0.92, -0.28, -2.28], [2.00, 0.09, -1.41], [3.25, 0.54, -1.86], [3.96, 0.87, -0.71], [3.10, 0.59, 0.38], [1.93, 0.11, -0.05], [3.39, 0.88, 1.84], [4.90, 0.96, 2.08], [2.81, -0.21, 2.75], [2.76, 2.23, 2.20], [1.91, -3.71, -4.56], [1.42, -2.07, -5.03], [0.52, -3.48, -5.63], [0.72, -2.66, -2.70], [-0.98, -4.82, -4.01], [-1.04, -4.33, -2.30], [0.43, -5.07, -2.96], [-1.81, -3.16, -5.38], [-3.79, -1.73, -5.70], [-4.15, 0.20, -4.18], [-3.60, 1.50, -2.55], [-1.94, 0.33, -0.26], [-3.59, -0.11, -0.61], [-3.21, 1.55, -0.13], [-0.66, 1.90, -1.86], [-1.95, 3.09, -1.75], [-1.44, 2.49, -3.34], [1.18, -0.25, -3.35], [3.56, 0.63, -2.89], [4.97, 1.27, -0.66], [5.41, 0.05, 1.73], [5.10, 1.07, 3.15], [5.34, 1.81, 1.56], [3.32, -1.16, 2.59], [1.75, -0.35, 2.56], [2.92, 0.07, 3.80], [3.15, 3.01, 1.55], [2.97, 2.49, 3.25], [1.67, 2.18, 2.08], [-0.81, 2.45, 4.70], [-0.68, 1.53, 3.41], [-0.54, 0.88, 2.46], [-1.89, 2.27, 5.23], [0.10, 2.16, 5.46], [-0.70, 3.62, 4.34], [3.76, -3.68, 1.55], [2.36, -3.75, 1.44], [1.71, -3.03, 0.43], [0.39, -3.06, 0.29], [-0.29, -3.86, 1.14], [0.38, -4.58, 2.10], [1.71, -4.53, 2.27], [4.13, -2.78, 1.28], [4.06, -3.95, 2.48], [2.28, -2.42, -0.27], [-1.36, -3.84, 1.06], [-0.17, -5.21, 2.79], [-2.11, -1.82, 1.48]], "total_charge": -2, "homo_ha": -0.0757, "total_energy_ev": -43898.1004}